A 2-piece molecular cluster, C2H7N2S overall, computed with ωB97M-V with the def2-TZVPD basis set.

E_LUMO   4.207 eV
Spin multiplicity   1
HOMO energy   -2.53 eV
Kohn-Sham gap   6.7 eV
Electronic energy   -16003.5813 eV
Charge   -1
ΔE to the lowest compared entry with this formula, charge and spin   39.4 kJ/mol

Geometry (Å):
C -1.246 1.918 1.140
S 0.182 0.982 1.788
H -1.658 2.601 1.880
H -2.046 1.192 0.922
H -1.075 2.476 0.220
N 0.535 -0.317 -1.213
C 0.033 -1.589 -1.374
N 0.394 -2.492 -2.193
H 1.103 0.042 -1.966
H 0.844 -0.051 -0.268
H -0.817 -1.746 -0.705
H 1.241 -2.185 -2.684

Forces on the atoms, in the same order (eV/Å):
-0.522 -0.826 -0.014
0.311 0.164 0.065
0.070 0.199 0.151
0.070 0.293 -0.062
0.270 0.064 -0.089
0.301 -0.151 -0.388
0.064 0.678 0.410
-0.041 -0.230 -0.353
0.307 -0.266 0.095
-0.804 0.451 0.145
0.174 -0.388 0.033
-0.199 0.011 0.006